one) {
  "formula": "H4NS",
  "method": "wB97M-V/def2-TZVPD",
  "homo_energy_ev": -2.726,
  "lumo_energy_ev": 4.95,
  "homo_lumo_gap_ha": 0.282,
  "charge": -1,
  "symbols": ["N", "H", "H", "H", "S", "H"],
  "coordinates": [[1.0989, 1.4544, -0.8285], [0.4993, 0.5810, -0.5088], [1.0441, 2.0693, -0.0158], [2.1303, 1.2352, -0.6994], [-0.6751, -0.7852, 0.4844], [-0.5645, -1.5039, -0.7259]],
  "nbo_charge": [-1.14, 0.40, 0.33, 0.32, -1.00, 0.10]
}

two) {
  "formula": "H4NS",
  "method": "wB97M-V/def2-TZVPD",
  "homo_energy_ev": -2.691,
  "lumo_energy_ev": 4.91,
  "homo_lumo_gap_ha": 0.279,
  "charge": -1,
  "symbols": ["N", "H", "H", "H", "S", "H"],
  "coordinates": [[0.7378, 0.6397, -0.5976], [-0.0090, 0.1750, 0.0505], [1.2469, -0.0063, -1.1561], [1.3330, 1.3470, -0.1078], [-1.2313, -0.6919, 1.2072], [-2.0774, -1.4635, 0.6038]],
  "nbo_charge": [-1.18, 0.39, 0.33, 0.33, -0.96, 0.09]
}

one) (0.134 eV below the next structure)

one) {
  "formula": "C2H3ClO",
  "method": "wB97M-V/def2-TZVPD",
  "homo_energy_ev": [-10.415, -8.852],
  "lumo_energy_ev": [-0.51, -1.01],
  "homo_lumo_gap_ha": [0.364, 0.288],
  "charge": 0,
  "symbols": ["C", "C", "O", "Cl", "H", "H", "H"],
  "coordinates": [[0.7290, 0.1410, -0.0084], [-0.7579, -0.1145, -0.0502], [1.2665, 1.8350, 0.2741], [1.8274, -0.9809, -0.1094], [-1.1682, 0.3274, -0.9084], [-0.8384, -1.1613, -0.2021], [-1.0583, -0.0467, 1.0042]],
  "nbo_charge": [0.25, -0.71, -0.49, 0.20, 0.26, 0.22, 0.27]
}

two) {
  "formula": "C2H3ClO",
  "method": "wB97M-V/def2-TZVPD",
  "homo_energy_ev": -10.939,
  "lumo_energy_ev": 0.65,
  "smiles": "CC(=O)Cl",
  "homo_lumo_gap_ha": 0.426,
  "charge": 0,
  "symbols": ["C", "C", "O", "Cl", "H", "H", "H"],
  "coordinates": [[-0.5269, -0.6221, -0.2364], [0.5565, 0.4699, 0.0056], [-0.4697, -1.5877, -0.9136], [-1.8756, -0.3002, 0.9629], [0.0544, 1.2023, 0.4757], [1.3502, 0.1917, 0.6847], [0.9111, 0.6460, -0.9790]],
  "nbo_charge": [0.61, -0.70, -0.48, -0.14, 0.23, 0.25, 0.24]
}

three) {
  "formula": "C2H3ClO",
  "method": "wB97M-V/def2-TZVPD",
  "homo_energy_ev": -9.612,
  "lumo_energy_ev": 0.68,
  "smiles": "C=C=O.Cl",
  "homo_lumo_gap_ha": 0.378,
  "charge": 0,
  "symbols": ["C", "C", "O", "Cl", "H", "H", "H"],
  "coordinates": [[-0.9268, -1.0752, 0.0902], [-1.2707, 0.1507, 0.1609], [-0.5127, -2.1370, -0.1144], [3.5645, -0.2319, 0.1047], [-0.5601, 0.9527, 0.2885], [2.6990, -0.9375, -0.3517], [-2.3443, 0.3261, 0.3260]],
  "nbo_charge": [0.71, -0.79, -0.46, -0.24, 0.27, 0.24, 0.27]
}

two) (0.938 eV below the next structure)

one) {
  "formula": "C3H3ClO2S",
  "method": "wB97M-V/def2-TZVPD",
  "homo_energy_ev": -8.554,
  "lumo_energy_ev": -0.22,
  "homo_lumo_gap_ha": 0.306,
  "charge": 0,
  "symbols": ["C", "C", "C", "O", "O", "S", "Cl", "H", "H", "H"],
  "coordinates": [[-0.2901, -0.3382, 0.1256], [0.2854, 0.4777, -0.7315], [3.0270, 0.2236, -1.3871], [2.2062, 0.7546, -2.0864], [-0.0636, 1.1224, -3.2123], [0.5905, 0.0885, -2.4888], [3.0788, -1.4996, -1.2944], [-0.2722, -0.0258, 1.1342], [-0.7076, -1.4154, 0.0340], [0.8273, 1.2727, -0.3970]],
  "nbo_charge": [-0.32, -0.45, 0.24, -0.63, -0.88, 1.46, -0.08, 0.21, 0.22, 0.22]
}

two) {
  "formula": "C3H3ClO2S",
  "method": "wB97M-V/def2-TZVPD",
  "homo_energy_ev": -10.583,
  "lumo_energy_ev": 0.24,
  "homo_lumo_gap_ha": 0.398,
  "charge": 0,
  "symbols": ["C", "C", "C", "O", "O", "S", "Cl", "H", "H", "H"],
  "coordinates": [[0.3321, -1.2218, -0.0063], [1.2396, -0.2760, 0.1823], [-0.0313, 1.1603, -0.0088], [-1.9365, -0.4338, -1.1376], [-1.8817, -0.3040, 1.2545], [-1.1763, -0.2583, 0.0313], [2.9114, -0.1107, 0.0611], [0.5246, -2.2155, -0.1872], [-0.0453, 2.0216, 0.7557], [0.0635, 1.6382, -0.9450]],
  "nbo_charge": [-0.54, 0.00, -0.65, -0.92, -0.92, 2.20, 0.11, 0.24, 0.25, 0.23]
}

two) (1.427 eV below the next structure)

one) {
  "formula": "C2H6N4OS",
  "method": "wB97M-V/def2-TZVPD",
  "homo_energy_ev": -9.508,
  "lumo_energy_ev": -0.27,
  "smiles": "[H]/N=C(/NN)NOC=S",
  "homo_lumo_gap_ha": 0.339,
  "charge": 0,
  "symbols": ["C", "C", "H", "H", "H", "H", "H", "H", "N", "N", "N", "N", "O", "S"],
  "coordinates": [[-0.8911, 0.2113, 1.0404], [0.9213, -0.9202, -1.2438], [0.4223, 2.3501, 3.0958], [-0.9393, 2.6335, 2.3437], [-1.3523, -0.2045, 3.1023], [-1.6804, -1.0411, -0.1251], [0.1461, 1.8345, -0.0674], [1.1289, -1.3477, -0.1047], [-0.6018, 2.0340, 3.0956], [-0.7943, 0.5509, 2.5091], [-1.7990, -0.5284, 0.6968], [0.3028, 0.7818, 0.2037], [0.2671, 0.4015, -1.1360], [1.2627, -1.4407, -2.7170]],
  "nbo_charge": [0.55, -0.06, 0.35, 0.34, 0.42, 0.36, 0.38, 0.23, -0.62, -0.56, -0.69, -0.39, -0.40, 0.08]
}

two) {
  "formula": "C2H6N4OS",
  "method": "wB97M-V/def2-TZVPD",
  "homo_energy_ev": -9.263,
  "lumo_energy_ev": 0.10,
  "smiles": "[H]/N=C(\\NN)NOC=S",
  "homo_lumo_gap_ha": 0.344,
  "charge": 0,
  "symbols": ["C", "C", "H", "H", "H", "H", "H", "H", "N", "N", "N", "N", "O", "S"],
  "coordinates": [[0.7041, -0.5136, -0.0094], [-2.6251, -0.3189, 0.3136], [2.3696, 1.6096, 0.6418], [2.1569, 1.4034, -1.0026], [-0.2500, 1.2979, -0.0711], [2.5742, -0.6831, -0.1099], [-0.4411, -2.0907, -0.3694], [-2.4971, -0.7627, 1.2758], [1.7094, 1.6647, -0.1137], [0.6169, 0.8525, 0.1699], [1.7422, -1.2346, -0.1859], [-0.5182, -1.2012, 0.1196], [-1.5809, -0.4872, -0.5098], [-3.9608, 0.4638, -0.1489]],
  "nbo_charge": [0.53, 0.03, 0.36, 0.35, 0.39, 0.34, 0.39, 0.19, -0.64, -0.47, -0.74, -0.34, -0.37, -0.02]
}

two) (2.998 eV below the next structure)